Here is a single C4H7NO molecule in a non-equilibrium geometry from OMol25. Energies are from ωB97M-V with the def2-TZVPD basis set.

Structure (XYZ):
```
13
C4H7NO ωB97M-V with the def2-TZVPD basis set
C -2.03 -0.80 0.03
O -1.13 0.29 0.02
C 0.19 -0.02 0.34
C 1.10 1.04 -0.28
C 2.48 0.54 -0.25
N 3.53 0.05 -0.22
H -1.49 -1.75 -0.10
H -2.59 -0.85 0.98
H -2.73 -0.67 -0.79
H 0.36 -0.07 1.42
H 0.46 -1.00 -0.09
H 1.05 1.99 0.26
H 0.80 1.23 -1.31
```

Summary:
HOMO-LUMO gap = 11.22 eV
SMILES string = COCCC#N
HOMO energy = -10.37 eV
Total charge = 0
Calculated total energy = -286.5737 a.u.
2S+1 = 1
Lowest unoccupied orbital energy = 0.0311 Eh